{
  "formula": "C25H59BN7O9",
  "method": "ωB97M-V/def2-TZVPD",
  "symbols": ["C", "C", "C", "N", "O", "C", "C", "C", "C", "B", "O", "O", "H", "H", "H", "H", "H", "H", "H", "H", "H", "H", "H", "H", "H", "H", "H", "H", "H", "C", "O", "N", "C", "C", "H", "H", "H", "H", "H", "H", "H", "C", "O", "N", "C", "C", "H", "H", "H", "H", "H", "H", "H", "C", "O", "N", "C", "C", "H", "H", "H", "H", "H", "H", "H", "C", "O", "N", "C", "C", "H", "H", "H", "H", "H", "H", "H", "C", "O", "N", "C", "C", "H", "H", "H", "H", "H", "H", "H", "C", "O", "N", "C", "C", "H", "H", "H", "H", "H", "H", "H"],
  "positions_angstrom": [[0.842, 0.770, -2.345], [1.203, 1.361, -3.517], [2.424, 2.229, -3.581], [2.204, 3.396, -2.669], [1.254, 4.234, -3.277], [0.376, 4.885, -2.326], [-0.971, 4.211, -2.218], [-1.669, 3.978, -3.553], [-2.974, 3.214, -3.290], [3.523, 4.180, -2.356], [3.574, 4.841, -1.179], [4.537, 4.246, -3.239], [-0.154, 0.931, -1.939], [1.538, 0.159, -1.770], [0.620, 1.161, -4.412], [3.318, 1.699, -3.234], [2.553, 2.594, -4.594], [1.850, 2.971, -1.800], [0.828, 4.940, -1.333], [0.279, 5.920, -2.647], [-1.609, 4.856, -1.610], [-0.916, 3.267, -1.671], [-1.968, 4.924, -4.008], [-1.032, 3.444, -4.257], [-3.511, 2.987, -4.204], [-2.769, 2.325, -2.696], [-3.599, 3.859, -2.671], [2.995, 4.466, -0.509], [5.035, 3.433, -3.356], [-2.248, 0.559, 0.451], [-1.716, 0.951, -0.582], [-1.615, 0.364, 1.609], [-2.304, -0.113, 2.799], [-0.191, 0.630, 1.683], [-3.322, 0.328, 0.497], [-2.208, 0.625, 3.599], [-1.854, -1.052, 3.120], [-3.359, -0.270, 2.588], [0.006, 1.677, 1.438], [0.344, 0.003, 0.969], [0.166, 0.418, 2.687], [-1.374, -3.442, 4.554], [-0.852, -3.022, 3.525], [-0.733, -3.652, 5.703], [-1.408, -4.156, 6.893], [0.691, -3.371, 5.766], [-2.447, -3.686, 4.606], [-1.314, -3.427, 7.701], [-0.960, -5.104, 7.211], [-2.464, -4.313, 6.679], [0.876, -2.321, 5.537], [1.225, -3.978, 5.036], [1.059, -3.597, 6.763], [0.630, -7.135, 8.838], [-0.262, -6.666, 8.149], [1.229, -6.491, 9.851], [2.283, -7.103, 10.639], [0.802, -5.139, 10.167], [1.019, -8.153, 8.679], [1.985, -7.157, 11.687], [3.199, -6.513, 10.562], [2.482, -8.109, 10.277], [-0.259, -5.131, 10.421], [0.949, -4.488, 9.303], [1.379, -4.761, 11.006], [-2.819, 7.952, -3.839], [-3.610, 7.127, -4.252], [-1.897, 8.573, -4.598], [-0.979, 9.554, -4.053], [-1.830, 8.245, -6.014], [-2.794, 8.268, -2.781], [-1.114, 10.515, -4.552], [0.053, 9.227, -4.197], [-1.162, 9.685, -2.989], [-2.783, 8.465, -6.494], [-1.625, 7.182, -6.143], [-1.043, 8.827, -6.486], [2.303, -0.777, -6.699], [1.251, -0.275, -6.342], [3.010, -1.673, -5.989], [4.254, -2.237, -6.481], [2.506, -2.095, -4.693], [2.766, -0.534, -7.669], [4.167, -3.320, -6.569], [5.070, -2.004, -5.794], [4.489, -1.824, -7.459], [1.518, -2.543, -4.802], [2.413, -1.234, -4.029], [3.188, -2.819, -4.256], [-2.753, -5.847, 0.695], [-3.434, -6.797, 0.368], [-1.961, -5.148, -0.142], [-1.173, -4.020, 0.313], [-1.907, -5.547, -1.537], [-2.725, -5.468, 1.732], [-1.468, -3.119, -0.232], [-0.112, -4.215, 0.136], [-1.327, -3.857, 1.377], [-2.901, -5.491, -1.983], [-1.558, -6.576, -1.620], [-1.230, -4.889, -2.077]],
  "lowdin_charge": [0.05, -0.13, -0.09, 0.01, -0.02, -0.14, -0.18, -0.24, -0.08, -0.61, 0.26, 0.24, 0.03, 0.08, 0.11, 0.15, 0.15, 0.17, 0.12, 0.14, 0.13, 0.09, 0.09, 0.10, 0.08, 0.06, 0.08, 0.12, 0.13, -0.32, -0.04, -0.18, -0.03, -0.03, 0.14, 0.09, 0.06, 0.09, 0.09, 0.09, 0.09, -0.34, -0.04, -0.18, -0.04, -0.03, 0.14, 0.09, 0.05, 0.09, 0.09, 0.10, 0.08, -0.33, -0.01, -0.19, -0.05, -0.03, 0.14, 0.09, 0.09, 0.08, 0.10, 0.08, 0.09, -0.37, 0.01, -0.20, -0.06, -0.04, 0.13, 0.09, 0.09, 0.08, 0.10, 0.09, 0.09, -0.35, 0.00, -0.20, -0.05, -0.03, 0.14, 0.09, 0.09, 0.09, 0.10, 0.07, 0.09, -0.36, 0.02, -0.20, -0.06, -0.04, 0.13, 0.08, 0.09, 0.05, 0.09, 0.09, 0.08],
  "orbital_gap_ev": 7.458,
  "homo_ev": -10.366,
  "total_charge": 1
}